76
Properties=species:S:1:pos:R:3:mulliken_charge:R:1 method="wB97M-V/def2-TZVPD" spin_multiplicity=1 gap_ev=1.18 total_charge=+3
Be 6.4112 -18.3024 8.7309 0.544
N 0.3111 -24.9246 16.5315 -0.486
H 1.0763 -24.9365 15.8724 0.380
H 0.6824 -24.4720 17.3545 0.387
H 0.0973 -25.8790 16.7834 0.390
H -0.4578 -24.4194 16.1148 0.327
N 9.6515 -23.1557 15.1155 -0.502
H 8.9058 -23.0443 15.7874 0.373
H 10.0666 -22.2381 15.1918 0.377
H 9.5242 -23.2250 14.1159 0.371
H 10.3264 -23.8222 15.4625 0.381
Cl 3.8982 -22.0932 13.0708 1.631
O 4.8486 -21.5797 12.1489 -0.598
O 4.4824 -23.2509 13.6272 -0.614
O 3.6555 -21.0695 14.0672 -0.560
O 2.6429 -22.3990 12.4175 -0.583
C -6.4397 -21.7830 15.4871 -1.458
C -6.3159 -23.2680 14.9442 1.141
C -7.7183 -23.7137 14.5021 -1.153
C -8.1754 -23.0992 13.1935 -0.588
C -7.1492 -23.4441 12.1335 -1.247
C -5.6524 -23.1022 12.4827 1.603
N -5.3271 -23.5133 13.8545 0.235
O -4.1005 -22.9893 14.1863 -0.376
C -4.7456 -23.9015 11.5038 -1.826
C -5.5022 -21.5924 12.1313 -1.662
C -5.9807 -24.2693 16.1286 -1.698
H -5.4641 -21.4347 15.8263 0.432
H -7.2310 -21.6177 16.2184 0.408
H -6.6636 -21.1037 14.6646 0.342
H -7.6742 -24.7481 14.1613 0.362
H -8.4399 -23.3980 15.2557 0.454
H -8.1806 -22.0327 13.4183 0.333
H -9.1115 -23.5442 12.8560 0.379
H -7.4345 -23.0305 11.1662 0.357
H -7.0937 -24.5244 11.9995 0.483
H -3.6784 -23.6817 11.5358 0.361
H -4.8594 -24.9660 11.7088 0.452
H -5.1417 -23.6884 10.5109 0.391
H -4.4777 -21.3569 12.4192 0.479
H -5.3402 -21.2231 11.1186 0.397
H -6.1596 -20.9434 12.7098 0.295
H -5.0551 -23.9832 16.6282 0.394
H -5.9448 -25.3365 15.9098 0.357
H -6.7262 -24.0069 16.8792 0.406
H -4.2909 -22.0638 14.3556 0.367
C 1.3247 -18.6218 6.6116 -1.854
C 1.2210 -19.4322 5.3030 1.457
C 0.4792 -18.4771 4.2473 -1.298
C 0.3789 -19.0879 2.8798 -0.556
C 1.8581 -19.2966 2.4567 -1.365
C 2.7277 -20.1852 3.4228 1.512
N 2.5080 -19.7384 4.8498 0.324
O 3.2422 -20.5366 5.7578 -0.334
C 2.3139 -21.6234 3.1882 -1.557
C 4.1328 -19.8796 2.9206 -1.777
C 0.2875 -20.6605 5.5765 -1.581
H 1.9726 -17.7514 6.5086 0.408
H 1.8403 -19.1748 7.3967 0.420
H 0.3059 -18.4501 6.9592 0.411
H -0.4756 -18.0731 4.5838 0.480
H 1.0247 -17.5381 4.1529 0.430
H -0.1857 -18.4554 2.1947 0.416
H -0.1359 -20.0447 2.7923 0.299
H 2.3366 -18.3198 2.3860 0.435
H 1.9040 -19.7026 1.4462 0.498
H 1.2658 -21.8816 3.3398 0.276
H 2.4362 -21.8612 2.1315 0.409
H 2.9035 -22.2627 3.8452 0.446
H 4.8772 -20.3631 3.5532 0.414
H 4.1766 -20.1938 1.8778 0.370
H 4.3788 -18.8197 2.9858 0.445
H 0.0157 -21.2679 4.7132 0.272
H -0.7338 -20.4140 5.8669 0.420
H 0.5987 -21.3047 6.3989 0.509
H 2.6933 -21.3242 5.7558 0.429


9
Properties=species:S:1:pos:R:3:nbo_charge:R:1 method="wB97M-V/def2-TZVPD" spin_multiplicity=1 gap_ev="9.25 / 7.26"
C 0.6474 1.4976 0.1755 0.075
C -1.3340 0.3885 0.0448 0.302
N -0.7147 1.5411 0.0792 -0.429
N 1.3695 0.5089 0.3404 -0.168
N -0.7558 -0.7654 -0.0432 -0.054
O -1.3749 -1.9252 0.2808 -0.458
Cl -3.0535 0.5104 0.0079 0.025
H 1.0976 2.4920 0.0719 0.208
H -0.8593 -2.6359 -0.1354 0.499


Energy relative to the best compared isomer or geometry (same formula, charge and spin) values, unit eV, following the record order: 0.0000, 4.3176.